[1]
A 2-piece molecular cluster, CH8N5 overall in a non-equilibrium geometry, computed with ωB97M-V/def2-TZVPD.

XYZ file:
```
14
Properties=species:S:1:pos:R:3
C -1.966 0.104 -0.096
N -0.488 0.321 -0.267
N -2.582 1.205 -0.144
N -2.355 -1.094 0.154
N 3.383 0.127 -0.044
N 0.296 -0.452 0.192
H -0.119 1.239 -0.648
H 3.671 1.006 -0.459
H -3.569 1.236 0.320
H -3.356 -1.092 0.377
H -1.987 -2.021 0.230
H 3.935 -0.539 -0.492
H 3.808 0.223 0.911
H 1.330 -0.264 -0.032
```

Calculated values
highest occupied orbital energy	-14.3	eV
DFT total energy	-8608.3754	eV
strongest force on any atom	4.195	eV/Å
total charge	+1
2S+1	1
relative energy (zero: lowest compared OMol25 entry of this formula, charge and spin)	3.109	eV

How positive or negative is each atom? The natural (NBO) charges in e answer that: atom 1 (C): 0.533, atom 2 (N): -0.118, atom 3 (N): -0.657, atom 4 (N): -0.795, atom 5 (N): -1.094, atom 6 (N): -0.144, atom 7 (H): 0.434, atom 8 (H): 0.377, atom 9 (H): 0.397, atom 10 (H): 0.426, atom 11 (H): 0.452, atom 12 (H): 0.378, atom 13 (H): 0.386, atom 14 (H): 0.425

[2]
A 2-piece molecular cluster, CH8N5S overall in a non-equilibrium geometry, computed with ωB97M-V/def2-TZVPD.

XYZ file:
```
15
Properties=species:S:1:pos:R:3
C 1.479 -0.481 0.070
N 2.278 -1.538 0.207
N -2.070 -0.013 0.797
N -1.386 1.522 -0.551
N 0.182 -0.520 -0.236
N -1.122 0.807 0.469
S 2.382 0.988 0.052
H 3.263 -1.317 -0.023
H 1.768 -2.366 0.248
H -1.996 -0.775 1.465
H -2.898 -0.243 0.261
H -2.307 1.355 -1.051
H -0.622 2.149 -0.970
H -0.247 -1.409 -0.621
H 1.296 1.841 -0.118
```

Calculated values
highest occupied orbital energy	-13.3	eV
DFT total energy	-19442.5641	eV
strongest force on any atom	3.380	eV/Å
total charge	+1
2S+1	1
relative energy (zero: lowest compared OMol25 entry of this formula, charge and spin)	2.495	eV

How positive or negative is each atom? The natural (NBO) charges in e answer that: atom 1 (C): 0.326, atom 2 (N): -0.773, atom 3 (N): -0.552, atom 4 (N): -0.520, atom 5 (N): -0.765, atom 6 (N): 0.210, atom 7 (S): 0.105, atom 8 (H): 0.430, atom 9 (H): 0.417, atom 10 (H): 0.423, atom 11 (H): 0.373, atom 12 (H): 0.386, atom 13 (H): 0.433, atom 14 (H): 0.374, atom 15 (H): 0.132